This record from the Open Molecules 2025 dataset describes a cluster of 2 separate species, C4H10N in total. The level of theory is the ωB97M-V functional and the def2-TZVPD basis.

Geometry as ORCA input:
```
! RIJCOSX wB97M-V def2-TZVPD def2/J DEFGRID3
* xyz 1 1
C -0.74 1.33 1.23
C 0.01 1.75 2.24
H -1.25 0.37 1.24
H -1.01 2.00 0.41
H 0.52 0.97 2.82
H 0.36 2.76 2.39
C 1.07 -1.56 -0.43
C -0.38 -0.07 -1.69
N -0.09 -1.24 -1.30
H 1.26 -0.69 0.19
H 0.78 -2.41 0.18
H 1.96 -1.74 -1.02
H 0.31 0.73 -1.43
H -1.34 0.07 -2.17
H -0.60 -2.03 -1.67
*
```

Computed properties:
ΔE to the lowest compared entry with this formula, charge and spin   55.3 kcal/mol
DFT total energy   -212.8322 Ha

This record from the Open Molecules 2025 dataset describes a cluster of 2 separate species, C4H10N in total. The level of theory is the ωB97M-V functional and the def2-TZVPD basis.

Geometry as ORCA input:
```
! RIJCOSX wB97M-V def2-TZVPD def2/J DEFGRID3
* xyz 2 2
C -0.73 0.71 -1.53
C -0.93 0.80 0.07
C -0.41 -0.33 0.79
C -1.15 -1.28 1.42
N 2.58 -0.20 0.23
H -1.22 -0.08 -2.11
H 0.36 0.55 -1.66
H -0.93 1.66 -2.03
H -2.04 0.82 0.17
H -0.45 1.73 0.35
H -0.69 -2.21 1.72
H -2.16 -0.98 1.63
H 1.61 -0.17 0.61
H 2.81 -0.78 -0.59
H 3.33 -0.23 0.94
*
```

Computed properties:
ΔE to the lowest compared entry with this formula, charge and spin   116.4 kcal/mol
DFT total energy   -212.1932 Ha

This record from the Open Molecules 2025 dataset describes a cluster of 2 separate species, C4H10N2 in total. The level of theory is the ωB97M-V functional and the def2-TZVPD basis.

Geometry as ORCA input:
```
! RIJCOSX wB97M-V def2-TZVPD def2/J DEFGRID3
* xyz -1 2
C 1.86 -1.42 -0.44
C 3.02 0.57 -0.75
N 2.62 -0.35 0.13
H 1.80 -2.20 0.37
H 2.31 -1.79 -1.37
H 0.76 -1.20 -0.63
H 3.55 1.43 -0.37
H 3.14 0.24 -1.78
C -3.55 0.18 0.70
C -1.30 0.42 0.31
N -2.42 1.02 0.24
H -4.00 -0.28 -0.18
H -4.27 0.79 1.25
H -3.22 -0.65 1.31
H -0.37 0.98 0.15
H -1.23 -0.66 0.41
*
```

Computed properties:
ΔE to the lowest compared entry with this formula, charge and spin   33.6 kcal/mol
DFT total energy   -267.7925 Ha

This record from the Open Molecules 2025 dataset describes an isolated molecule of C4H10N2. The level of theory is the ωB97M-V functional and the def2-TZVPD basis.

Geometry as ORCA input:
```
! RIJCOSX wB97M-V def2-TZVPD def2/J DEFGRID3
* xyz 0 1
C -0.07 -1.60 -0.17
C -1.26 -0.59 -0.14
C -0.97 0.93 -0.35
N 0.40 1.37 -0.12
C 1.24 0.96 0.88
N 2.33 0.20 0.79
H -0.47 -2.61 -0.19
H 0.56 -1.60 0.77
H 0.54 -1.36 -1.02
H -1.92 -1.13 -1.03
H -1.88 -0.62 0.74
H -1.65 1.52 0.26
H -1.23 1.32 -1.39
H 0.81 1.92 -0.80
H 1.06 1.60 1.89
H 2.50 -0.30 -0.13
*
```

Computed properties:
ΔE to the lowest compared entry with this formula, charge and spin   58.0 kcal/mol
DFT total energy   -267.8329 Ha
SMILES   [H]/N=C\NCCC

This record from the Open Molecules 2025 dataset describes an isolated molecule of C4H10N2. The level of theory is the ωB97M-V functional and the def2-TZVPD basis.

Geometry as ORCA input:
```
! RIJCOSX wB97M-V def2-TZVPD def2/J DEFGRID3
* xyz 0 1
C -1.64 -1.30 0.32
C -1.04 0.00 -0.37
C -1.61 1.41 0.07
C 0.53 -0.33 -0.46
H -0.95 -2.13 0.40
H -1.79 -1.17 1.38
H -2.59 -1.52 -0.21
H -1.42 -0.10 -1.39
H -1.03 2.18 -0.41
H -2.67 1.48 -0.32
H -1.54 1.78 1.16
H 0.71 -1.34 -0.83
H 3.05 -0.54 -0.57
H 3.19 0.63 0.47
N 1.34 0.24 0.32
N 2.61 0.05 0.10
*
```

Computed properties:
ΔE to the lowest compared entry with this formula, charge and spin   70.7 kcal/mol
DFT total energy   -267.8126 Ha
SMILES   CC(C)/C=N/N

This record from the Open Molecules 2025 dataset describes an isolated molecule of C4H10N2. The level of theory is the ωB97M-V functional and the def2-TZVPD basis.

Geometry as ORCA input:
```
! RIJCOSX wB97M-V def2-TZVPD def2/J DEFGRID3
* xyz 0 1
C 1.87 -0.42 -0.24
C 0.54 0.30 -0.23
C -0.66 -0.29 -0.20
C -1.96 0.44 -0.30
H 3.85 -0.07 0.44
H 2.82 1.22 0.56
H 1.65 -1.51 0.06
H 2.24 -0.50 -1.35
H 0.56 1.40 -0.34
H -0.66 -1.37 -0.18
H -1.86 1.54 -0.13
H -2.35 0.36 -1.33
H -2.63 -0.10 1.58
H -3.26 -1.10 0.42
N 2.84 0.21 0.67
N -2.99 -0.10 0.59
*
```

Computed properties:
ΔE to the lowest compared entry with this formula, charge and spin   32.9 kcal/mol
DFT total energy   -267.8728 Ha
SMILES   NC/C=C/CN

This record from the Open Molecules 2025 dataset describes an isolated molecule of C4H10N2. The level of theory is the ωB97M-V functional and the def2-TZVPD basis.

Geometry as ORCA input:
```
! RIJCOSX wB97M-V def2-TZVPD def2/J DEFGRID3
* xyz 0 1
C -1.56 -0.70 -1.94
C -0.49 0.37 -1.67
C -0.52 0.85 -0.22
N 0.06 -0.11 0.70
C 1.20 0.15 1.40
N 1.63 -0.66 2.26
H -1.42 -1.57 -1.29
H -2.52 -0.34 -1.54
H -1.72 -1.01 -2.97
H -0.67 1.16 -2.40
H 0.47 -0.06 -1.96
H 0.04 1.78 -0.15
H -1.57 1.03 0.00
H -0.36 -1.01 0.89
H 1.71 1.08 1.10
H 2.48 -0.43 2.75
*
```

Computed properties:
ΔE to the lowest compared entry with this formula, charge and spin   13.5 kcal/mol
DFT total energy   -267.9039 Ha
SMILES   [H]/N=C/NCCC

This record from the Open Molecules 2025 dataset describes a cluster of 2 separate species, C4H10N2 in total. The level of theory is the ωB97M-V functional and the def2-TZVPD basis.

Geometry as ORCA input:
```
! RIJCOSX wB97M-V def2-TZVPD def2/J DEFGRID3
* xyz 0 1
C 0.48 1.65 0.14
C -0.56 1.78 -0.69
N -0.80 2.74 -1.66
H 0.61 0.76 0.73
H 1.34 2.31 0.18
H -1.19 0.90 -0.83
H -0.18 3.24 -2.27
H -1.76 2.67 -1.97
C -0.78 -1.50 0.60
C 0.24 -2.01 1.27
N 1.24 -2.92 0.84
H -1.20 -1.95 -0.30
H -1.20 -0.52 0.78
H 0.44 -1.63 2.27
H 1.18 -2.95 -0.17
H 2.15 -2.55 1.09
*
```

Computed properties:
ΔE to the lowest compared entry with this formula, charge and spin   55.8 kcal/mol
DFT total energy   -267.8365 Ha
SMILES   C=CN.C=CN

This record from the Open Molecules 2025 dataset describes a structure of composition C4H10N2. The level of theory is the ωB97M-V functional and the def2-TZVPD basis.

Geometry as ORCA input:
```
! RIJCOSX wB97M-V def2-TZVPD def2/J DEFGRID3
* xyz 0 1
C -2.10 -0.03 -0.02
C -0.79 0.39 -0.71
C 0.25 -0.76 -0.71
N 1.06 0.44 1.52
C 1.87 0.42 0.56
N 1.64 -0.24 -0.62
H -2.16 0.54 0.90
H -1.97 -1.08 0.25
H -3.06 0.01 -0.55
H -0.32 1.28 -0.29
H -1.05 0.52 -1.77
H 0.16 -1.29 0.24
H 0.09 -1.29 -1.64
H 2.19 -0.85 0.08
H 1.46 0.86 2.35
H 2.72 1.09 0.40
*
```

Computed properties:
ΔE to the lowest compared entry with this formula, charge and spin   66.6 kcal/mol
DFT total energy   -267.8193 Ha

This record from the Open Molecules 2025 dataset describes a cluster of 2 separate species, C4H10N2 in total. The level of theory is the ωB97M-V functional and the def2-TZVPD basis.

Geometry as ORCA input:
```
! RIJCOSX wB97M-V def2-TZVPD def2/J DEFGRID3
* xyz 0 1
N -1.27 0.10 -0.57
C 0.46 1.32 0.73
C 1.02 0.06 0.91
H -1.75 0.29 -1.44
H -1.94 -0.05 0.18
H -0.24 1.75 1.45
H 2.01 -0.14 0.52
H 0.85 -0.41 1.87
N 0.89 2.19 -0.24
C -0.29 -1.01 -0.60
C -0.57 -2.23 -0.08
H 1.50 1.78 -0.93
H 0.18 2.77 -0.67
H 0.23 -0.97 -1.56
H -0.10 -3.12 -0.48
H -0.97 -2.32 0.92
*
```

Computed properties:
ΔE to the lowest compared entry with this formula, charge and spin   81.1 kcal/mol
DFT total energy   -267.7961 Ha
SMILES   C=CN.C=CN

This record from the Open Molecules 2025 dataset describes a cluster of 2 separate species, C4H10N2 in total. The level of theory is the ωB97M-V functional and the def2-TZVPD basis.

Geometry as ORCA input:
```
! RIJCOSX wB97M-V def2-TZVPD def2/J DEFGRID3
* xyz 0 1
C -2.46 0.76 -0.49
C -2.29 -0.23 1.59
N -2.29 0.85 0.96
H -2.14 1.70 -0.91
H -3.52 0.63 -0.75
H -1.89 -0.08 -0.88
H -1.94 -0.30 2.63
H -2.69 -1.18 1.22
C 2.81 0.52 -0.93
C 1.85 -1.16 0.32
N 1.85 0.08 0.09
H 2.50 0.15 -1.91
H 3.80 0.11 -0.77
H 2.84 1.60 -0.93
H 1.21 -1.58 1.10
H 2.35 -1.87 -0.35
*
```

Computed properties:
ΔE to the lowest compared entry with this formula, charge and spin   59.3 kcal/mol
DFT total energy   -267.8308 Ha
SMILES   C=NC.C=NC

This record from the Open Molecules 2025 dataset describes a cluster of 3 separate species, C4H10N2 in total. The level of theory is the ωB97M-V functional and the def2-TZVPD basis.

Geometry as ORCA input:
```
! RIJCOSX wB97M-V def2-TZVPD def2/J DEFGRID3
* xyz 0 1
C -0.09 -0.09 0.49
C -1.08 -1.00 1.18
C 1.03 -0.61 -0.32
N 0.04 1.16 1.13
C -0.69 0.45 -1.97
N -0.14 -0.18 -0.99
H -0.80 1.72 1.12
H 0.84 1.69 0.81
H -1.21 -1.93 0.63
H -2.05 -0.52 1.28
H -0.71 -1.22 2.18
H 1.38 -1.62 -0.38
H 2.31 0.17 -0.35
H 3.10 0.64 -0.05
H -1.49 1.15 -1.78
H -0.44 0.19 -2.99
*
```

Computed properties:
ΔE to the lowest compared entry with this formula, charge and spin   130.7 kcal/mol
DFT total energy   -267.7170 Ha